No. 1
{
  "formula": "C3H4O",
  "method": "wB97M-V/def2-TZVPD",
  "homo_lumo_gap_ev": 9.640,
  "de_lowest_kj_mol": 118.5,
  "smiles": "CC#CO",
  "lumo_energy_ev": 0.64,
  "symbols": ["O", "C", "C", "C", "H", "H", "H", "H"],
  "xyz": [[-3.0842, 0.0699, 0.0013], [0.8707, 0.2365, -0.0007], [-0.5750, 0.1403, -0.0013], [-1.7707, 0.0851, -0.0022], [1.2955, -0.4898, 0.6922], [1.1706, 1.2359, 0.3122], [1.2658, 0.0465, -0.9987], [-3.4138, -0.8357, -0.0054]],
  "atomic_forces_ev_per_a": [[-0.3, 0.1, 0.0], [0.2, 0.0, 0.0], [-0.7, 0.0, 0.0], [0.3, -0.2, 0.0], [0.1, 0.0, 0.0], [0.1, 0.0, 0.0], [0.1, 0.0, 0.0], [0.1, 0.0, 0.0]]
}

No. 2
{
  "formula": "C3H4O2",
  "method": "wB97M-V/def2-TZVPD",
  "homo_lumo_gap_ev": 9.219,
  "de_lowest_kj_mol": 264.3,
  "smiles": "C=C=O.C=O",
  "lumo_energy_ev": 0.30,
  "symbols": ["O", "O", "C", "C", "C", "H", "H", "H", "H"],
  "xyz": [[1.7208, -0.9139, 0.6585], [-0.6688, -0.3643, -0.0667], [1.4445, 0.0330, 0.0595], [1.4513, 1.0518, -0.6881], [-0.7712, -1.5850, -0.0258], [2.2495, 1.4863, -1.2311], [0.7364, 1.7583, -0.6350], [-1.4166, -2.1034, -0.7248], [-0.0624, -2.0953, 0.5654]],
  "atomic_forces_ev_per_a": [[0.4, -1.1, 0.9], [-1.6, -1.4, -0.1], [1.6, -1.4, 0.9], [1.0, 1.7, -1.6], [0.2, 2.6, -1.1], [1.3, -0.6, -0.2], [-3.0, 1.7, 0.2], [-0.6, -0.3, 0.1], [0.6, -1.2, 1.0]]
}

No. 3
{
  "formula": "C3H4O2",
  "method": "wB97M-V/def2-TZVPD",
  "homo_lumo_gap_ev": 10.772,
  "de_lowest_kj_mol": 312.6,
  "smiles": "O[C@@H]1C=CO1",
  "lumo_energy_ev": 0.94,
  "symbols": ["O", "O", "C", "C", "C", "H", "H", "H", "H"],
  "xyz": [[1.8111, -0.2348, -0.2336], [0.0730, 1.3283, 0.0462], [-1.3661, 0.3443, -0.2379], [0.6219, 0.0543, 0.3963], [-0.6360, -0.7175, 0.0404], [-2.2924, 0.8133, -0.4619], [-0.8549, -1.7663, 0.0758], [1.8228, 0.1817, -1.1025], [0.8205, -0.0033, 1.4772]],
  "atomic_forces_ev_per_a": [[0.3, 0.0, -0.1], [-3.3, -1.8, -0.8], [4.4, 1.7, 1.0], [-0.6, -0.2, 0.4], [-0.1, 0.3, -0.2], [-0.4, 0.2, -0.1], [-0.2, -0.3, 0.0], [-0.2, 0.0, -0.1], [0.0, 0.0, -0.2]]
}

No. 4
{
  "formula": "C3H4O2",
  "method": "wB97M-V/def2-TZVPD",
  "homo_lumo_gap_ev": [7.379, 7.377],
  "de_lowest_kj_mol": 443.2,
  "lumo_energy_ev": [0.23, 0.24],
  "symbols": ["O", "O", "C", "C", "C", "H", "H", "H", "H"],
  "xyz": [[0.9803, 1.0910, 0.0079], [1.1088, -1.0909, -0.1908], [-1.5511, -0.2810, -0.5555], [-0.9554, -0.1386, 0.5859], [0.4038, -0.0670, 0.2333], [-1.0743, -0.5187, -1.4651], [1.9634, -0.8734, -0.7912], [-1.3961, 0.1665, 1.5318], [0.5206, 1.7121, 0.6438]],
  "atomic_forces_ev_per_a": [[0.1, 1.9, 1.6], [2.9, -0.5, -1.7], [-1.8, 0.1, -0.9], [-0.1, -0.1, 2.5], [0.3, -0.4, -1.5], [0.8, -0.3, -1.0], [-3.1, -0.1, 2.1], [0.1, -0.1, 0.2], [0.7, -0.4, -1.3]]
}

No. 5
{
  "formula": "C3H4O2",
  "method": "wB97M-V/def2-TZVPD",
  "homo_lumo_gap_ev": 10.411,
  "de_lowest_kj_mol": 251.3,
  "lumo_energy_ev": 0.83,
  "symbols": ["O", "O", "C", "C", "C", "H", "H", "H", "H"],
  "xyz": [[-0.0896, -1.2740, -0.0724], [0.3020, 1.9591, 0.4676], [-1.0083, -0.1761, -0.2068], [0.1200, 0.8043, 0.2041], [0.9859, -0.3772, 0.1271], [1.2391, 0.1581, -0.9075], [1.6849, -0.7343, 0.9118], [-1.5408, -0.2171, -1.1625], [-1.6930, -0.1427, 0.6384]],
  "atomic_forces_ev_per_a": [[-0.1, 0.1, -0.3], [-0.6, -0.3, -0.2], [-0.6, 0.2, 0.3], [-0.6, 0.8, 0.9], [0.7, 0.5, -0.7], [1.4, -2.1, 1.0], [0.2, 0.6, -1.1], [0.2, 0.5, 0.2], [-0.5, -0.3, 0.0]]
}

No. 6
{
  "formula": "C3H4O2",
  "method": "wB97M-V/def2-TZVPD",
  "homo_lumo_gap_ev": 10.309,
  "de_lowest_kj_mol": 342.3,
  "smiles": "C=C(O)C=O",
  "lumo_energy_ev": 0.18,
  "symbols": ["O", "O", "C", "C", "C", "H", "H", "H", "H"],
  "xyz": [[-1.0846, -1.7456, 0.7445], [-0.1492, 1.3644, 0.6336], [0.3560, 0.2347, -1.2770], [-0.0746, 0.2317, -0.1186], [-0.0599, -0.9382, 0.7985], [0.9571, -1.0979, 1.4661], [0.5007, -0.8300, -1.9076], [-0.8315, 1.3225, 1.3682], [0.3859, 1.4584, -1.7075]],
  "atomic_forces_ev_per_a": [[5.3, 3.5, 1.0], [-1.4, 1.3, 1.4], [1.6, 1.0, -9.0], [-0.6, -0.7, 7.2], [-3.4, -4.5, -0.3], [-2.7, 0.2, -1.3], [-0.2, 3.5, 1.7], [1.1, -0.2, -1.5], [0.2, -4.1, 0.6]]
}

No. 7
{
  "formula": "C3H4O2",
  "method": "wB97M-V/def2-TZVPD",
  "homo_lumo_gap_ev": 11.313,
  "de_lowest_kj_mol": 183.3,
  "smiles": "O=C1CCO1",
  "lumo_energy_ev": 0.78,
  "symbols": ["O", "O", "C", "C", "C", "H", "H", "H", "H"],
  "xyz": [[0.9918, 0.7057, -0.5653], [-0.3137, 2.5415, 0.0868], [0.6915, -0.6033, -0.0746], [-0.1215, 1.3628, 0.0763], [-0.7252, -0.3080, 0.2452], [-1.1620, -1.0415, 0.9657], [0.6129, -1.4334, -0.7782], [1.3334, -0.8811, 0.7737], [-1.3174, -0.3388, -0.6766]],
  "atomic_forces_ev_per_a": [[-0.7, 0.9, 0.7], [0.0, -2.5, 0.3], [-0.3, -0.7, -0.1], [0.5, -1.2, -0.8], [-0.2, 1.4, 0.3], [-0.1, 1.6, 0.2], [1.1, 0.3, -0.6], [-0.2, 0.2, -0.2], [0.1, -0.1, 0.2]]
}

No. 8
{
  "formula": "C3H4O2S",
  "method": "wB97M-V/def2-TZVPD",
  "homo_lumo_gap_ev": 8.328,
  "de_lowest_kj_mol": 223.1,
  "smiles": "CC(=S)C(=O)O",
  "lumo_energy_ev": -0.73,
  "symbols": ["S", "O", "O", "C", "C", "C", "H", "H", "H", "H"],
  "xyz": [[-0.3171, -1.0513, -1.5295], [-1.6531, 0.4740, 0.7176], [0.3835, 1.5914, 1.2738], [1.6845, -0.4066, 0.4053], [-0.4789, 0.6665, 0.5948], [0.3888, -0.2785, -0.3597], [2.4522, -1.0754, 0.0798], [1.3117, -0.9927, 1.4526], [2.1383, 0.5172, 0.9925], [-0.2387, 1.9606, 2.1739]],
  "atomic_forces_ev_per_a": [[0.1, -0.6, -1.1], [0.9, 1.1, 0.8], [-5.2, 0.3, 3.2], [0.1, -0.8, 4.2], [1.0, -0.1, -0.7], [0.6, 2.1, 3.3], [0.3, -0.2, -0.9], [0.7, 1.3, -2.6], [-1.0, -1.7, -2.1], [2.6, -1.5, -4.1]]
}

No. 9
{
  "formula": "C3H4O2S",
  "method": "wB97M-V/def2-TZVPD",
  "homo_lumo_gap_ev": 8.145,
  "de_lowest_kj_mol": 170.5,
  "smiles": "CC(=O)C(O)=S",
  "lumo_energy_ev": -1.46,
  "symbols": ["S", "O", "O", "C", "C", "C", "H", "H", "H", "H"],
  "xyz": [[2.6666, -0.7685, 0.0764], [-0.1977, -1.8926, -0.4209], [1.0112, 1.3459, -0.3319], [-1.3697, -0.0154, 0.1995], [1.1770, -0.0381, -0.2872], [-0.0520, -0.7405, -0.1363], [-2.0640, -0.7452, 0.2697], [-1.4051, 0.2531, 1.3077], [-1.7098, 0.9122, -0.4864], [1.9436, 1.6890, -0.1907]],
  "atomic_forces_ev_per_a": [[-2.4, 1.3, -1.0], [1.0, -1.4, -0.1], [1.8, -1.9, 0.0], [1.6, 4.2, 1.1], [4.5, 2.2, 2.0], [-4.4, 0.0, -1.1], [-2.4, -2.4, -0.9], [0.6, 0.6, -1.3], [1.1, -2.2, 1.7], [-1.4, -0.3, -0.3]]
}

No. 10
{
  "formula": "C3H4O2S",
  "method": "wB97M-V/def2-TZVPD",
  "homo_lumo_gap_ev": 10.254,
  "de_lowest_kj_mol": 117.4,
  "lumo_energy_ev": 0.60,
  "symbols": ["S", "O", "O", "C", "C", "C", "H", "H", "H", "H"],
  "xyz": [[-1.6932, 0.6414, 0.7359], [-0.0753, 0.5467, -2.2829], [0.5447, -1.1654, -1.0453], [0.5913, -0.9846, 0.4368], [0.1545, 0.1074, -1.2271], [0.0422, 0.4828, 0.2828], [0.6854, 1.3785, 0.7153], [-1.7449, 1.9076, 0.6643], [1.5892, -1.2535, 0.7551], [-0.0940, -1.6609, 0.9651]],
  "atomic_forces_ev_per_a": [[0.0, -2.2, 0.5], [-0.5, 1.6, -1.4], [0.1, -0.4, 1.9], [-0.8, -0.4, -0.4], [0.2, -0.4, 0.7], [2.0, 0.7, 0.1], [-1.3, -2.0, -1.1], [-0.1, 2.2, -0.2], [0.3, 0.8, 0.3], [-0.1, 0.2, -0.4]]
}

No. 11
{
  "formula": "C3H4O2S",
  "method": "wB97M-V/def2-TZVPD",
  "homo_lumo_gap_ev": 9.664,
  "de_lowest_kj_mol": 193.9,
  "smiles": "O=C=CC=O.S",
  "lumo_energy_ev": -0.19,
  "symbols": ["S", "O", "O", "C", "C", "C", "H", "H", "H", "H"],
  "xyz": [[2.2258, 1.0488, 0.4348], [0.4441, -2.4680, 0.3977], [-1.8685, 1.6213, -0.2850], [-1.1998, 0.7549, 0.2530], [-0.8996, -0.5010, -0.3465], [-0.0931, -1.5209, 0.0892], [2.1631, 0.9035, -0.9790], [-0.9139, 0.8483, 1.3302], [1.3763, -0.0416, 0.5462], [-1.2345, -0.6454, -1.4406]],
  "atomic_forces_ev_per_a": [[-0.7, -1.1, -1.7], [1.2, -1.3, 0.5], [0.7, -0.7, 0.2], [-1.0, 1.0, 1.3], [0.9, -2.4, -2.4], [-3.1, 2.7, -1.1], [0.1, 0.3, 1.8], [0.1, 0.2, -0.5], [1.1, 1.2, 0.1], [0.6, 0.1, 1.8]]
}

No. 12
{
  "formula": "C3H4O2S2",
  "method": "wB97M-V/def2-TZVPD",
  "homo_lumo_gap_ev": 9.116,
  "de_lowest_kj_mol": 180.5,
  "smiles": "S=C1OCSCO1",
  "lumo_energy_ev": 0.22,
  "symbols": ["S", "S", "O", "O", "C", "C", "C", "H", "H", "H", "H"],
  "xyz": [[-2.4586, 1.4671, -0.8729], [1.6710, -0.8048, 0.4863], [-0.3257, 0.0159, -1.1685], [-0.7208, 0.3982, 0.9238], [-1.1081, 0.6429, -0.3323], [0.2072, -1.2537, -0.6455], [0.7700, 0.7216, 0.9346], [0.8037, 1.5838, 0.2410], [1.0360, 0.7656, 2.0343], [0.6232, -1.7029, -1.4796], [-0.4979, -1.8337, -0.1212]],
  "atomic_forces_ev_per_a": [[1.6, -0.6, 1.0], [-1.5, 0.2, -1.1], [0.8, -2.1, -1.2], [1.0, 1.4, 0.6], [-2.6, 0.3, 0.0], [1.8, 2.9, 0.5], [-1.1, -1.3, 1.8], [1.0, -0.4, 0.9], [-0.5, 1.1, -1.5], [0.5, -1.1, -1.5], [-1.0, -0.4, 0.5]]
}

No. 13
{
  "formula": "C3H4O3",
  "method": "wB97M-V/def2-TZVPD",
  "homo_lumo_gap_ev": 9.459,
  "de_lowest_kj_mol": 179.4,
  "smiles": "O=C/C(O)=C/O",
  "lumo_energy_ev": 0.27,
  "symbols": ["O", "O", "O", "C", "C", "C", "H", "H", "H", "H"],
  "xyz": [[-2.5597, 0.1623, 0.0190], [-0.2164, 1.5778, -0.0222], [2.1145, 0.3642, 0.1110], [-0.2376, 0.1747, -0.0811], [-1.5345, -0.4902, 0.0356], [0.9931, -0.3764, 0.0436], [-1.1015, 1.7021, 0.2944], [-1.6668, -1.6197, 0.0918], [1.8629, 1.1364, -0.3600], [1.0208, -1.4053, 0.1657]],
  "atomic_forces_ev_per_a": [[0.2, 0.3, 0.3], [-0.2, -1.6, -0.6], [-0.2, -1.8, 0.1], [1.9, 0.7, 0.8], [-0.6, -0.9, -0.6], [-1.7, 1.0, 0.1], [-1.2, 1.2, 0.2], [0.9, 1.0, 0.0], [0.1, 1.9, -0.4], [0.8, -1.8, 0.1]]
}

No. 14
{
  "formula": "C3H4O3",
  "method": "wB97M-V/def2-TZVPD",
  "homo_lumo_gap_ev": 10.368,
  "de_lowest_kj_mol": 360.2,
  "lumo_energy_ev": 0.05,
  "symbols": ["O", "O", "O", "C", "C", "C", "H", "H", "H", "H"],
  "xyz": [[1.1910, 0.7093, -0.9653], [-1.4410, 1.3177, -2.4433], [-1.6579, -0.2477, 0.1936], [1.4290, 0.2124, 0.1095], [-0.9120, 0.8062, -1.5804], [-0.8305, -0.7536, 0.9131], [1.4057, 0.8128, 1.0331], [-0.5478, -0.2769, 1.8654], [1.7735, -0.8320, 0.1833], [-0.4101, -1.7481, 0.6909]],
  "atomic_forces_ev_per_a": [[1.1, -0.1, 0.5], [0.3, -0.2, 0.4], [-0.2, -0.7, 1.0], [0.7, 0.3, -0.4], [-1.1, 0.9, -1.9], [-0.8, -0.2, 0.2], [-0.1, -0.1, 0.0], [0.2, 0.0, 0.0], [-0.1, 0.0, 0.1], [0.1, 0.1, 0.0]]
}

No. 15
{
  "formula": "C3H4O3",
  "method": "wB97M-V/def2-TZVPD",
  "homo_lumo_gap_ev": [7.997, 7.202],
  "de_lowest_kj_mol": 951.1,
  "lumo_energy_ev": [-0.38, -0.94],
  "symbols": ["O", "O", "O", "C", "C", "C", "H", "H", "H", "H"],
  "xyz": [[-0.7498, 1.3631, 0.2805], [-1.7450, -1.6226, -0.5210], [-1.8371, 0.5968, 0.5108], [2.1648, 0.3590, 0.2008], [-0.2271, 0.3341, -0.4903], [-1.2768, -0.4338, -0.1425], [1.6459, 0.5017, 1.1386], [-2.6607, -1.6659, -0.4282], [2.5644, 1.2208, -0.2876], [2.1215, -0.6534, -0.2610]],
  "atomic_forces_ev_per_a": [[2.0, 2.2, 0.0], [2.0, 0.4, 0.5], [-5.0, -1.0, 1.9], [-3.6, -1.4, -1.1], [4.0, 0.1, -0.4], [1.6, -1.1, -1.6], [0.5, -0.2, 0.3], [-2.6, -0.1, 0.2], [0.3, 0.1, -0.4], [0.7, 1.0, 0.6]]
}

No. 16
{
  "formula": "C3H4O3",
  "method": "wB97M-V/def2-TZVPD",
  "homo_lumo_gap_ev": 11.446,
  "de_lowest_kj_mol": 82.9,
  "smiles": "O=C1COCO1",
  "lumo_energy_ev": 0.76,
  "symbols": ["O", "O", "O", "C", "C", "C", "H", "H", "H", "H"],
  "xyz": [[0.8448, 0.1997, 0.8202], [-1.0798, 0.6363, -0.3413], [-1.2645, -1.2533, -1.5538], [-0.1312, 1.1805, 0.5610], [0.6346, -0.8867, -0.0502], [-0.6692, -0.5815, -0.7628], [-0.6436, 1.4454, 1.4907], [0.5438, -1.8206, 0.5138], [1.4471, -0.9895, -0.7799], [0.3179, 2.0697, 0.1024]],
  "atomic_forces_ev_per_a": [[0.0, 0.0, 0.1], [0.0, -0.1, -0.1], [0.3, 0.3, 0.4], [0.0, 0.3, 0.1], [0.0, -0.2, -0.1], [-0.1, -0.3, -0.3], [0.1, 0.0, -0.1], [0.0, 0.1, -0.1], [-0.1, 0.0, 0.1], [0.0, -0.1, 0.0]]
}

No. 17
{
  "formula": "C3H4O3",
  "method": "wB97M-V/def2-TZVPD",
  "homo_lumo_gap_ev": 10.170,
  "de_lowest_kj_mol": 177.9,
  "smiles": "O=CC(O)C=O",
  "lumo_energy_ev": 0.16,
  "symbols": ["O", "O", "O", "C", "C", "C", "H", "H", "H", "H"],
  "xyz": [[0.3091, 1.5549, -0.0678], [1.9736, -1.2832, -0.4746], [-1.5811, -1.0710, 0.7162], [-1.3267, -0.1751, -0.0518], [0.0902, 0.2083, -0.4544], [1.1333, -0.7104, 0.1708], [1.0920, -0.7928, 1.2765], [0.2063, 0.1717, -1.5418], [-2.1165, 0.4827, -0.4673], [0.2198, 1.6149, 0.8941]],
  "atomic_forces_ev_per_a": [[0.0, 0.0, 0.2], [-0.4, 0.2, 0.3], [0.1, 0.4, -0.4], [-0.1, -0.3, 0.3], [0.0, -0.2, -0.2], [0.3, -0.2, -0.2], [0.1, 0.0, -0.1], [-0.1, 0.0, 0.1], [0.1, -0.1, 0.0], [0.0, 0.1, -0.1]]
}

No. 18
{
  "formula": "C3H4O3",
  "method": "wB97M-V/def2-TZVPD",
  "homo_lumo_gap_ev": 10.053,
  "de_lowest_kj_mol": 283.7,
  "smiles": "C=COC(=O)O",
  "lumo_energy_ev": 0.52,
  "symbols": ["O", "O", "O", "C", "C", "C", "H", "H", "H", "H"],
  "xyz": [[0.2732, 0.5809, 2.0026], [0.2601, 1.5422, -0.0472], [1.1942, -0.4621, 0.1989], [0.2217, -0.9926, -0.6111], [0.5510, 0.5805, 0.8455], [-1.0370, -0.5554, -0.5559], [0.5986, -1.7809, -1.2457], [1.1072, 1.9359, 0.4168], [-1.7352, -0.7683, -1.3465], [-1.4338, -0.0802, 0.3427]],
  "atomic_forces_ev_per_a": [[0.6, 0.1, -0.2], [3.3, 2.1, 2.0], [-0.5, -0.3, 1.0], [-0.7, -0.2, -0.6], [-0.9, -2.4, 0.9], [-0.1, -1.2, 0.0], [0.1, 0.4, -0.4], [-1.6, 1.7, -2.2], [-0.1, -0.5, 0.1], [0.1, 0.4, -0.6]]
}

No. 19
{
  "formula": "C3H4O3Rh",
  "method": "wB97M-V/def2-TZVPD",
  "homo_lumo_gap_ev": [6.899, 6.019],
  "multiplicity": 5,
  "de_lowest_kj_mol": 473.1,
  "lumo_energy_ev": [-6.87, -9.02],
  "charge": 1,
  "symbols": ["Rh", "O", "O", "O", "C", "C", "C", "H", "H", "H", "H"],
  "xyz": [[0.0755, 1.4186, 0.5289], [-1.8085, 1.8408, 0.3211], [-0.8176, 0.3114, -0.9076], [-3.0745, 0.3439, -0.7916], [0.6069, -0.9902, 0.0635], [1.7138, -0.1250, 0.3022], [-1.9931, 0.8295, -0.4754], [1.0626, -1.9889, 0.0705], [-0.3408, -1.5333, 0.1682], [2.3578, 0.1149, -0.5511], [2.2179, -0.2216, 1.2713]],
  "atomic_forces_ev_per_a": [[2.4, -0.1, -0.5], [-2.3, -0.7, -0.1], [-2.9, 2.2, -0.2], [-0.8, 0.1, 0.2], [1.3, -3.4, 0.5], [-1.2, 0.5, 0.8], [2.9, 0.1, -0.9], [1.2, -0.6, -0.3], [-0.4, 1.6, 0.6], [-0.2, 0.3, 0.1], [0.1, 0.1, -0.2]]
}

No. 20
{
  "formula": "C3H4O3Rh",
  "method": "wB97M-V/def2-TZVPD",
  "homo_lumo_gap_ev": [9.034, 5.003],
  "multiplicity": 6,
  "de_lowest_kj_mol": 123.6,
  "lumo_energy_ev": [-10.09, -14.50],
  "charge": 2,
  "symbols": ["Rh", "O", "O", "O", "C", "C", "C", "H", "H", "H", "H"],
  "xyz": [[0.2420, 1.4420, 0.0429], [0.0985, -0.7449, 0.0754], [1.9169, 0.1815, -0.0682], [-0.8763, 2.8079, -0.1580], [-2.1270, -1.6390, 0.2226], [1.4024, -1.0345, -0.0060], [-0.8327, -1.7492, 0.0294], [2.8852, 0.2023, -0.1155], [-2.7878, -2.4785, 0.0111], [-1.8061, 2.8497, 0.0622], [-2.5368, -0.7467, 0.7107]],
  "atomic_forces_ev_per_a": [[0.2, 2.1, 0.2], [-4.1, -2.4, 0.4], [-0.1, -1.4, 0.0], [-0.6, 1.1, -0.3], [-3.5, 0.2, 1.2], [3.2, -1.0, -0.2], [5.3, 1.2, -1.1], [0.6, -0.1, 0.0], [-0.1, 0.0, 0.0], [-0.8, 0.3, 0.1], [-0.2, 0.0, -0.3]]
}